No. 1
The following is a quantum chemistry calculation of C2H4N4OS in the gas phase at a distorted geometry, from the OMol25 dataset.

The geometry in ORCA input format:
```
! wB97M-V def2-TZVPD RIJCOSX def2/J DEFGRID3
* xyz 0 1
S -2.2569 -0.2063 -1.0043
O 2.4234 -0.2229 0.8712
N -0.8105 0.3077 -0.2258
N 0.9356 1.5545 0.1994
N 1.1186 0.2984 0.7532
N 0.3073 -1.8697 0.1249
C -0.2219 1.6020 -0.3188
C 0.1799 -0.5866 0.1696
H -0.4575 -2.3239 -0.3738
H -2.9845 0.0079 0.1020
H 2.4224 -1.0945 0.4572
H -0.6559 2.5334 -0.7548
*
```

Results
HOMO-LUMO gap, eV: 9.2
E, eV: -20978.796
E_HOMO, hartree: -0.3248
Energy relative to the best compared isomer or geometry (same formula, charge and spin), kJ/mol: 214.0
F_max, eV/Å: 1.9
LUMO, Eh: 0.014

For each atom in turn, the Löwdin charge in e is: atom 1 (S): 0.830, atom 2 (O): 0.021, atom 3 (N): -0.414, atom 4 (N): 0.093, atom 5 (N): -0.118, atom 6 (N): 0.128, atom 7 (C): -0.182, atom 8 (C): -0.475, atom 9 (H): 0.023, atom 10 (H): -0.122, atom 11 (H): 0.078, atom 12 (H): 0.138

---

No. 2
The following is a quantum chemistry calculation of C2H4N4S2 in the gas phase at a distorted geometry, from the OMol25 dataset.

The geometry in ORCA input format:
```
! wB97M-V def2-TZVPD RIJCOSX def2/J DEFGRID3
* xyz 0 1
S -1.9429 -0.7544 -0.0751
S -3.9314 -0.4394 0.1133
N -1.8868 1.9437 -0.1296
N 0.1782 2.4512 0.1797
N 0.0977 1.0975 0.1951
N -0.9406 2.8768 -0.0943
C 1.2485 0.1574 0.5731
C -1.2437 0.8159 -0.0072
H 2.1835 0.7621 0.6575
H -3.9117 0.4988 -0.8259
H 1.2410 -0.5318 -0.2328
H 0.8631 -0.2215 1.5650
*
```

Results
HOMO-LUMO gap, eV: 9.3
E, eV: -29767.753
E_HOMO, hartree: -0.3342
Energy relative to the best compared isomer or geometry (same formula, charge and spin), kJ/mol: 152.1
F_max, eV/Å: 3.7
LUMO, Eh: 0.007

For each atom in turn, the Löwdin charge in e is: atom 1 (S): 0.499, atom 2 (S): 0.367, atom 3 (N): -0.001, atom 4 (N): 0.012, atom 5 (N): -0.150, atom 6 (N): -0.074, atom 7 (C): 0.021, atom 8 (C): -0.754, atom 9 (H): 0.099, atom 10 (H): -0.186, atom 11 (H): 0.061, atom 12 (H): 0.105

---

No. 3
The following is a quantum chemistry calculation of a 2-piece molecular cluster, C2H4N5O overall at a distorted geometry, from the OMol25 dataset.

The geometry in ORCA input format:
```
! wB97M-V def2-TZVPD RIJCOSX def2/J DEFGRID3
* xyz -1 1
O -1.8394 -1.8767 0.1685
N 1.9012 -0.2094 0.3262
N -1.6358 0.4741 0.0698
N -2.6716 1.4140 -0.0247
N -3.7575 -0.3825 -0.0003
N -3.9055 0.8622 -0.1369
C -2.3532 -0.7222 0.0754
C 1.3573 -0.5844 -0.7052
H -2.4136 2.3781 -0.3474
H 2.0429 -0.7922 -1.5631
H 0.3427 -0.9556 -0.7916
H 1.3024 -0.1379 1.1344
*
```

Results
HOMO-LUMO gap, eV: 7.8
E, eV: -11635.870
E_HOMO, hartree: -0.1294
Energy relative to the best compared isomer or geometry (same formula, charge and spin), kJ/mol: 0.0
F_max, eV/Å: 3.3
LUMO, Eh: 0.159

For each atom in turn, the Löwdin charge in e is: atom 1 (O): -0.161, atom 2 (N): 0.004, atom 3 (N): 0.031, atom 4 (N): -0.159, atom 5 (N): -0.020, atom 6 (N): -0.101, atom 7 (C): -0.634, atom 8 (C): -0.193, atom 9 (H): 0.124, atom 10 (H): 0.054, atom 11 (H): 0.029, atom 12 (H): 0.025

---

No. 4
The following is a quantum chemistry calculation of C2H4N6 in the gas phase at a distorted geometry, from the OMol25 dataset.

The geometry in ORCA input format:
```
! wB97M-V def2-TZVPD RIJCOSX def2/J DEFGRID3
* xyz 0 1
N -1.5805 0.0395 -0.1071
N 0.3520 -1.1044 -1.0865
N 0.7711 0.7904 0.1618
N -1.0703 -1.0388 -0.7107
N 2.2818 -0.9635 0.3682
N -1.2999 1.9376 0.9549
C 1.1506 -0.6123 -0.1658
C -0.5226 0.9736 0.3669
H 0.5997 -1.9837 -1.6695
H -2.3642 1.5435 1.4996
H 2.6052 -2.0778 0.4467
H -0.7887 2.7262 1.4525
*
```

Results
HOMO-LUMO gap, eV: 8.7
E, eV: -11074.606
E_HOMO, hartree: -0.3389
Energy relative to the best compared isomer or geometry (same formula, charge and spin), kJ/mol: 348.3
F_max, eV/Å: 7.3
LUMO, Eh: -0.019

For each atom in turn, the Löwdin charge in e is: atom 1 (N): 0.052, atom 2 (N): 0.038, atom 3 (N): 0.141, atom 4 (N): 0.048, atom 5 (N): 0.082, atom 6 (N): 0.038, atom 7 (C): -0.583, atom 8 (C): -0.469, atom 9 (H): 0.181, atom 10 (H): 0.240, atom 11 (H): 0.118, atom 12 (H): 0.112